(1)
61
Properties=species:S:1:pos:R:3:forces:R:3 method="wB97M-V/def2-TZVPD" charge=-2 spin_multiplicity=1 orbital_gap_ev=5.523
C 0.404 3.110 1.397 -0.23 -0.04 0.01
H 0.847 -5.829 -2.727 0.00 0.01 0.02
H 1.413 -3.125 0.393 -0.09 0.06 0.05
C 1.516 0.823 5.144 0.02 0.00 0.02
H -2.763 4.190 1.765 -0.08 0.04 0.03
C 2.533 -4.090 -1.747 0.01 -0.02 0.01
N -0.295 0.289 -5.242 0.14 -0.10 0.07
C 0.545 4.293 2.334 -0.04 0.13 -0.02
N 1.319 -4.599 -1.101 -0.02 -0.06 0.01
C -0.529 -2.831 -2.289 0.11 -0.05 0.01
H 0.691 3.918 3.350 0.03 0.04 0.01
H -0.878 5.824 2.975 -0.05 0.00 -0.03
C 0.479 0.022 5.587 -0.03 0.06 0.15
N 0.381 -2.356 -1.243 -0.05 -0.19 -0.14
C 1.536 -0.404 3.037 0.14 -0.01 0.24
H -1.453 -3.190 -1.825 0.03 0.02 0.00
H 2.305 -1.552 -1.095 -0.02 -0.03 0.02
N -0.798 0.730 -3.182 -0.21 0.21 -0.14
C 0.709 -3.475 -0.364 0.05 -0.07 0.08
H 2.994 -4.904 -2.319 0.00 0.01 0.03
H 1.173 2.343 1.504 -0.10 -0.14 -0.06
H 0.330 3.426 0.350 0.08 0.01 0.00
H 1.393 -1.080 -2.558 0.01 0.05 -0.04
C -2.984 2.650 -2.417 -0.13 0.15 0.48
C 0.394 -5.010 -2.157 0.03 -0.04 -0.03
H 1.387 4.939 2.072 0.04 -0.08 0.03
N -2.545 2.333 -3.675 -0.01 0.05 -0.12
N -1.284 1.186 -5.292 -0.25 0.26 0.08
C -1.883 3.985 2.369 -0.06 -0.10 -0.47
In -0.714 0.424 -0.631 -0.11 -0.08 -0.32
C -0.786 5.034 2.224 0.10 0.00 0.07
S -1.219 2.347 1.800 0.28 0.68 0.44
H -0.750 -2.005 -2.959 -0.07 0.04 -0.06
H 1.057 -2.552 -4.293 0.01 -0.02 -0.06
C -0.027 -1.000 4.805 -0.04 0.00 0.03
H -0.850 -1.603 5.168 0.03 -0.03 0.00
C 0.509 -1.218 3.549 0.08 0.15 0.06
H -3.005 2.794 -4.438 -0.03 -0.01 0.00
H -0.528 -5.374 -1.693 0.01 0.01 -0.01
C -1.568 1.437 -4.015 0.31 -0.32 -0.15
H 1.904 1.616 5.771 -0.01 -0.01 0.02
N -0.002 0.018 -4.017 0.20 -0.18 0.01
H 0.126 -2.020 2.930 -0.04 0.04 -0.03
C 2.041 0.601 3.886 -0.16 -0.11 0.00
Br -0.271 0.347 7.322 -0.01 -0.02 0.00
H -0.202 -3.836 0.122 0.01 0.04 0.00
N -3.273 2.788 -0.330 -0.11 0.09 0.24
H 2.858 1.212 3.522 -0.02 0.03 -0.01
N -3.976 3.518 -2.233 0.11 -0.08 -0.39
H 1.762 -4.197 -4.278 -0.02 0.01 0.02
H -0.854 5.499 1.236 0.00 0.04 0.03
C 1.626 -1.895 -1.877 0.02 -0.09 0.08
N -4.120 3.573 -0.904 0.03 -0.05 0.22
N 0.062 -3.926 -3.077 -0.10 0.03 -0.05
H -2.166 3.807 3.406 0.07 -0.14 0.00
H 3.224 -3.759 -0.968 0.01 0.00 -0.03
S 2.172 -0.619 1.449 0.22 0.02 -0.43
O -1.029 1.587 3.057 -0.02 -0.35 0.46
N -2.507 2.172 -1.262 -0.16 0.12 -0.42
C 1.306 -3.410 -3.668 -0.01 -0.05 0.09
N 2.263 -2.976 -2.647 0.08 0.08 -0.11

(2)
61
Properties=species:S:1:pos:R:3:forces:R:3 method="wB97M-V/def2-TZVPD" s2=0.7649 charge=0 spin_multiplicity=2 orbital_gap_ev="7.579 / 5.845"
F -0.561 2.391 2.203 -0.14 0.11 0.03
O 3.587 -0.466 -2.037 -0.23 0.24 0.06
H -5.992 -1.040 -4.517 0.05 0.05 0.08
H 3.955 0.238 2.650 0.07 -0.01 0.00
C -3.820 -0.063 -4.049 -0.04 -0.06 -0.02
C 0.305 -1.826 1.266 -0.09 -0.09 0.04
H 0.526 1.443 3.739 0.07 -0.08 0.06
C -0.627 -2.800 0.635 0.06 0.16 -0.02
H -0.812 -1.453 -2.082 0.06 -0.05 -0.03
S -0.610 1.455 -2.166 -0.01 0.00 0.26
H 1.274 0.167 4.699 0.02 0.03 0.02
N 2.506 -0.287 -1.463 0.49 -0.37 -0.25
C 3.754 -0.797 2.375 -0.20 0.00 -0.01
H -1.618 -2.373 0.491 -0.02 -0.04 -0.01
C -1.355 -0.580 2.801 0.02 0.02 0.03
O -5.906 -1.976 -4.720 -0.14 -0.07 -0.12
C -0.035 -0.745 2.087 0.07 0.39 -0.15
H 2.954 3.853 -0.236 -0.03 0.09 0.05
H 4.415 1.279 -2.080 0.03 -0.07 -0.06
H 1.407 3.027 1.566 0.04 0.02 0.01
C -1.795 0.311 -2.792 -0.07 0.02 0.00
C -2.597 -1.930 -3.173 -0.03 -0.07 -0.01
H -1.361 -1.214 3.694 -0.03 -0.01 -0.02
H 4.534 2.974 -1.639 0.00 0.01 -0.01
H -2.487 -3.004 -3.086 -0.02 0.00 0.06
C 2.481 -3.105 0.620 -0.11 0.01 0.01
H -0.728 -3.683 1.274 0.01 -0.02 -0.01
C -2.874 0.803 -3.527 0.05 -0.07 0.03
F -3.351 3.856 1.388 -0.01 0.01 -0.01
H 2.294 1.238 3.746 0.02 0.00 0.04
H -2.961 1.870 -3.676 -0.05 0.00 0.01
N 4.073 2.085 -1.580 -0.06 0.04 0.13
F -1.413 4.509 2.481 -0.08 -0.12 0.07
O 1.609 -1.111 -1.476 0.15 0.23 0.01
H 4.081 -1.433 3.201 0.06 0.04 0.01
C 1.234 -0.253 2.634 -0.43 0.01 0.13
C -1.665 -1.071 -2.627 -0.10 0.13 -0.06
N 1.325 2.835 0.577 0.13 0.13 -0.11
N 2.261 0.815 -0.722 -0.52 -0.31 0.47
H -4.640 0.361 -4.618 0.02 0.00 -0.01
H 0.622 3.447 0.170 0.06 0.11 0.04
N 2.557 2.943 -0.067 0.05 0.02 0.06
F -1.287 3.598 0.402 -0.17 0.04 0.03
Cd -0.208 0.786 0.158 0.41 -0.04 -0.16
C 1.336 0.717 3.753 0.00 0.03 -0.07
H -1.529 0.446 3.118 -0.02 -0.10 -0.02
H -2.192 -0.880 2.173 -0.03 0.02 0.02
C -4.678 -2.435 -4.394 0.11 -0.03 -0.02
F -2.431 1.755 1.098 -0.02 0.02 0.01
C 2.993 1.908 -0.818 0.05 -0.31 -0.39
C 2.296 -0.999 2.087 0.15 -0.50 -0.30
H 3.556 -2.933 0.624 0.00 -0.02 -0.05
H 2.292 -4.044 1.150 0.02 0.01 0.01
P -1.994 3.173 1.817 0.03 0.13 -0.17
C 1.752 -1.990 1.283 0.30 0.26 0.21
O -4.429 -3.602 -4.521 -0.04 0.02 0.02
H 2.146 -3.242 -0.407 0.06 0.00 -0.04
H 4.364 -1.043 1.505 0.03 0.03 0.01
F -2.593 2.670 3.203 -0.05 -0.02 0.06
H -0.240 -3.134 -0.328 -0.04 -0.03 -0.01
C -3.699 -1.439 -3.870 0.08 0.07 0.04

(3)
46
Properties=species:S:1:pos:R:3:forces:R:3 method="wB97M-V/def2-TZVPD" charge=+1 spin_multiplicity=1 orbital_gap_ev="7.198 / 7.196"
H 3.607 -2.215 0.749 -0.14 -0.25 -0.12
C -1.742 -0.716 -1.504 0.38 0.06 -0.68
H -5.113 2.661 0.650 0.10 -0.18 0.37
C 2.873 -2.178 -1.784 0.14 -0.18 -0.12
C 2.789 -2.923 0.575 0.00 0.14 0.02
H 3.226 -3.915 0.358 -0.12 0.29 0.27
H 0.295 2.416 0.980 0.28 -0.47 -0.08
H 3.804 0.147 -0.366 -0.46 0.20 0.38
C -2.833 1.949 2.816 -0.15 -0.78 -0.90
H -1.589 1.498 -1.083 0.29 -0.44 -0.12
H 1.025 0.707 2.983 0.30 0.00 -0.43
N -1.782 0.505 1.413 -0.72 -0.19 0.35
H -5.767 1.239 1.502 0.33 0.28 0.14
C 0.163 -0.788 -2.825 -0.69 -0.02 0.53
H 2.351 -2.003 -2.732 0.28 -0.28 0.37
C -1.167 0.595 -1.530 -0.03 -0.06 -0.85
C -1.681 1.250 2.588 -0.30 -0.01 -0.43
N -3.697 1.577 1.788 0.69 -0.06 0.16
C 1.991 1.463 -0.160 0.02 -0.12 0.77
C 2.637 0.066 1.564 -0.23 0.37 -0.38
H -5.327 2.715 2.421 0.08 -0.27 -0.27
C 0.020 0.546 -2.334 -0.83 -0.63 0.00
H -3.524 0.262 0.132 0.11 0.11 -0.03
C 1.485 0.787 1.997 0.33 0.12 -0.70
C 1.036 -3.698 -1.020 -0.05 0.07 -0.19
H 0.936 -1.129 -3.518 -0.50 0.20 0.41
H 3.483 -1.285 -1.585 -0.11 -0.53 -0.11
C 1.928 -2.522 -0.622 0.44 0.21 -0.62
C 1.085 1.662 0.933 0.62 -0.05 0.04
H 0.631 -3.601 -2.035 0.25 -0.05 0.31
H 2.221 -2.993 1.509 -0.02 -0.17 0.09
H 1.980 2.005 -1.103 0.11 -0.11 0.44
H 1.645 -4.619 -0.990 -0.34 0.18 0.08
H -1.116 -2.631 -2.508 0.09 0.59 0.13
H -3.103 2.652 3.585 -0.09 -0.08 -0.03
H -2.660 -1.026 -0.994 0.55 0.08 -0.33
C -0.919 -1.575 -2.301 0.13 0.96 -0.09
C 2.950 0.479 0.230 -0.44 0.07 0.54
C -5.049 2.070 1.577 -0.51 0.19 -0.20
H -0.803 1.232 3.213 -0.14 0.10 -0.20
C -3.035 0.710 0.979 0.62 0.60 1.29
Ce 0.447 -0.713 -0.041 0.54 -0.42 0.68
H 0.180 -3.840 -0.345 0.01 -0.13 0.09
H 3.202 -0.649 2.173 -0.36 0.39 -0.37
H 0.682 1.379 -2.546 -0.34 -0.26 -0.11
H 3.548 -3.052 -1.921 -0.16 0.51 -0.07

(4)
47
Properties=species:S:1:pos:R:3:forces:R:3 method="wB97M-V/def2-TZVPD" charge=+1 spin_multiplicity=1 orbital_gap_ev=8.741
H -2.057 0.377 0.883 1.31 -2.11 1.04
H 1.264 2.120 0.959 -2.23 -0.78 -0.40
H 1.897 -1.616 1.497 -0.21 -0.25 -0.22
H 1.639 -0.311 2.621 0.17 0.27 -0.72
C -1.247 -0.311 -1.380 4.66 -0.67 -1.71
H -3.083 1.321 -2.578 2.15 1.77 1.41
C 4.561 -0.630 -0.944 -1.40 6.49 -3.19
C 0.365 1.370 0.718 9.33 -3.25 4.05
H -0.603 -0.882 -0.561 -1.86 1.91 -1.42
C -0.237 -1.228 2.138 3.78 -2.95 -4.22
C -2.182 -2.695 1.623 4.60 7.10 7.06
N -1.628 1.034 -1.090 2.94 0.24 10.31
H -1.255 2.122 -2.603 -2.33 0.12 -0.09
C 4.615 0.516 -1.897 -4.01 -3.07 1.34
H 5.281 -1.324 -0.930 2.69 -2.33 0.31
C -0.833 -2.366 1.429 -1.84 2.31 0.60
H -2.605 -0.745 4.332 -1.05 1.67 2.48
H 0.720 0.238 -2.709 -2.33 -0.22 0.57
H -0.179 -0.073 3.968 -1.71 -0.77 -2.26
H -2.116 -0.841 -1.611 -1.44 -1.12 -0.36
C -2.166 -0.996 3.454 2.93 -0.50 -0.41
H -2.609 1.717 0.637 -2.28 10.03 4.59
C 3.520 -0.651 -0.072 0.07 -7.85 2.76
H 3.304 1.914 -2.598 -0.75 7.32 -5.94
H -2.665 -3.379 1.202 -3.86 -5.73 -3.69
H -0.226 -2.724 0.633 0.15 -0.83 -0.60
H -0.206 -1.213 -2.996 0.29 -0.67 0.01
H 3.563 -1.847 0.530 -0.20 3.90 -1.29
C 3.360 1.158 -2.077 0.76 -6.39 10.16
H -2.433 2.693 -1.555 -2.94 7.82 4.12
N 1.195 0.107 0.529 -1.36 -2.53 2.77
N 2.371 1.144 -1.089 1.26 -3.67 -1.23
C 1.252 -0.772 1.684 -3.06 -0.45 2.57
H -0.573 2.962 -0.135 0.15 -2.93 -0.79
C -2.792 -2.008 2.862 0.84 -1.30 -4.69
C -0.825 -0.660 3.145 -0.54 2.37 5.02
H 5.142 0.652 -2.779 2.24 -0.29 -0.97
H 0.418 1.806 -1.341 -1.21 0.25 2.69
C -0.247 1.801 -0.345 -4.02 6.70 -11.83
H -3.342 0.432 -0.264 0.03 0.81 1.15
C 2.313 -0.049 -0.175 0.98 8.73 -4.61
C -2.451 0.979 0.144 -1.06 -9.95 -6.90
H -1.060 0.131 -3.547 1.56 0.08 1.41
Cl -4.380 -2.202 3.396 -1.35 -1.09 -0.09
H -0.217 1.228 1.527 -1.64 -0.49 3.07
C -0.361 -0.196 -2.675 -0.57 -0.77 -1.79
C -2.202 1.898 -1.957 2.35 -6.91 -10.08

Number 1: E_tot -137377.3658 eV, largest force on an atom 0.9 eV/Å. Number 2: E_tot -75709.1358 eV, largest force on an atom 0.8 eV/Å. Number 3: E_tot -34973.0048 eV, largest force on an atom 1.6 eV/Å. Number 4: E_tot -36046.2190 eV, largest force on an atom 14.2 eV/Å.